This record from the OMol25 dataset describes a molecular structure, C6H9CeCl2O4PTi in a non-equilibrium geometry. The level of theory is the ωB97M-V functional and the def2-TZVPD basis.

**<S²>**: 2.086
**LUMO level (spin up / spin down)**: -20.09 / -18.09 eV
**Relative energy (zero: lowest compared OMol25 entry of this formula, charge and spin)**: 0.0 kJ/mol
**DFT total energy**: -3119.6042 hartree
**Strongest force on any atom**: 11.16 eV/A
**Highest occupied orbital energy (spin up / spin down)**: -24.259 / -25.070 eV

ORCA input file:
```
! wB97M-V def2-TZVPD RIJCOSX def2/J DEFGRID3
* xyz 4 3
Ti 3.22068 0.00178 -3.14542
Ce 0.17104 0.20207 -1.60458
Cl 2.50392 1.54647 -1.43251
Cl 1.98967 -1.81409 -2.04922
C -1.31622 -1.87535 -1.45269
C 2.67131 1.25362 -4.50607
C 2.79415 -0.79074 -4.84940
O -1.80682 -2.90566 -1.25549
O 2.30991 2.09702 -5.23475
O 2.46525 -1.37273 -5.81786
C -2.53611 -0.00156 1.47700
P -0.84415 0.39950 1.79769
C -0.77927 1.71927 2.97090
C -0.04010 -1.01298 2.52050
O -0.13722 0.74329 0.45715
H -3.01980 -0.29500 2.41693
H -2.62435 -0.82552 0.76622
H -3.07032 0.88399 1.07720
H -1.29781 1.42201 3.87921
H 0.23814 1.98640 3.28517
H -1.28495 2.62433 2.62336
H -0.05659 -1.87217 1.82944
H 1.01038 -0.79319 2.80869
H -0.56072 -1.32076 3.43857
*
```

---

This record from the OMol25 dataset describes a gas-phase ion, C6H9Cl2N2O (charge +1) in a non-equilibrium geometry. The level of theory is the ωB97M-V functional and the def2-TZVPD basis.

**LUMO level (spin up / spin down)**: -5.37 / -5.47 eV
**Relative energy (zero: lowest compared OMol25 entry of this formula, charge and spin)**: 627.8 kJ/mol
**DFT total energy**: -1338.7140 hartree
**Strongest force on any atom**: 5.23 eV/A
**Highest occupied orbital energy (spin up / spin down)**: -10.453 / -10.105 eV

ORCA input file:
```
! wB97M-V def2-TZVPD RIJCOSX def2/J DEFGRID3
* xyz 1 1
C -1.64644 0.91727 0.87224
C 0.82074 -0.50274 -0.19974
C 0.45400 0.21469 2.13117
C -0.35361 -0.00845 -1.01746
C -1.25521 -1.23733 -1.49019
C 1.82652 -1.29421 -0.95766
N -1.35497 0.84306 -0.40187
N -0.99730 0.61181 1.91571
O 0.91685 -0.63290 1.10071
Cl -2.64055 -0.67479 -2.24989
Cl -1.59532 -2.48375 -0.26670
H -2.68262 1.21336 1.11434
H 0.55859 -0.37112 3.09966
H 1.01188 1.13774 2.46860
H -0.00228 0.49794 -1.97361
H 2.72698 -1.12806 -0.37498
H 2.13643 -0.94012 -1.97247
H 1.73841 -2.34202 -0.93108
H -2.02795 1.12510 -1.09107
H -1.52122 0.52209 2.72659
*
```

---

This record from the OMol25 dataset describes C6H9ClN2O2 in the gas phase in a non-equilibrium geometry. The level of theory is the ωB97M-V functional and the def2-TZVPD basis.

**LUMO level**: 0.81 eV
**Relative energy (zero: lowest compared OMol25 entry of this formula, charge and spin)**: 299.1 kJ/mol
**DFT total energy**: -954.1026 hartree
**Strongest force on any atom**: 5.49 eV/A
**Highest occupied orbital energy**: -9.525 eV
**SMILES**: COC(=O)[C@]12NN1CC[C@H]2Cl

ORCA input file:
```
! wB97M-V def2-TZVPD RIJCOSX def2/J DEFGRID3
* xyz 0 1
C -3.04416 1.78633 -0.44612
O -1.96628 0.91276 -0.66767
C -1.12398 0.78160 0.30248
O -1.26289 1.25456 1.40854
C 0.04310 -0.08236 -0.07505
N 0.24751 -0.68349 -1.37223
N 0.07880 -1.50117 -0.23435
C 1.35474 -2.05914 0.26249
C 2.40361 -0.87905 0.25833
C 1.54265 0.35558 0.62457
Cl 2.27054 1.76004 -0.07431
H -3.92370 1.33643 0.13670
H -3.58174 1.99515 -1.47307
H -2.66387 2.51443 0.13774
H -0.60909 -0.73174 -2.00610
H 1.58411 -2.99181 -0.30377
H 1.03862 -2.17307 1.37756
H 3.15860 -1.08393 1.13166
H 2.88763 -0.76498 -0.70837
H 1.56583 0.25385 1.72094
*
```

---

This record from the OMol25 dataset describes 4 unconnected molecules or ions with the total composition C6H9ClN3O4 in a non-equilibrium geometry. The level of theory is the ωB97M-V functional and the def2-TZVPD basis.

**LUMO level**: 2.42 eV
**Relative energy (zero: lowest compared OMol25 entry of this formula, charge and spin)**: 75.5 kJ/mol
**DFT total energy**: -1159.2190 hartree
**Strongest force on any atom**: 4.75 eV/A
**Highest occupied orbital energy**: -5.931 eV

ORCA input file:
```
! wB97M-V def2-TZVPD RIJCOSX def2/J DEFGRID3
* xyz -1 1
Cl -3.30079 2.30333 0.57691
O -2.03730 1.95399 1.18027
O -3.02188 3.06021 -0.64772
O -4.04556 1.05457 0.26889
O -4.12461 3.15737 1.44338
C 0.25506 1.77565 -3.58100
C 1.59746 2.19491 -3.10586
N 2.63118 2.54396 -2.79478
H 0.41019 0.94201 -4.26589
H -0.26878 2.68388 -3.87903
H -0.24128 1.18809 -2.80865
C -0.56034 -3.08871 0.27996
C -1.63189 -4.16077 0.01087
N -2.45209 -4.97164 -0.21016
H -0.09500 -3.11009 1.26541
H -0.98785 -2.10180 0.10289
H 0.15727 -3.25676 -0.52309
C 2.73454 -0.09673 3.16041
C 3.31743 -0.85301 2.09152
N 3.73313 -1.51236 1.20793
H 1.98206 -0.67878 3.69247
H 2.32506 0.84204 2.78740
H 3.62406 0.13073 3.74788
*
```

---

This record from the OMol25 dataset describes a molecular structure, C6H9ClN4O in a non-equilibrium geometry. The level of theory is the ωB97M-V functional and the def2-TZVPD basis.

**LUMO level**: 0.00 eV
**Relative energy (zero: lowest compared OMol25 entry of this formula, charge and spin)**: 557.2 kJ/mol
**DFT total energy**: -988.2631 hartree
**Strongest force on any atom**: 7.89 eV/A
**Highest occupied orbital energy**: -8.998 eV

ORCA input file:
```
! wB97M-V def2-TZVPD RIJCOSX def2/J DEFGRID3
* xyz 0 1
C -1.62220 0.61351 -0.38560
C -2.52676 -0.36658 -0.10636
C -1.21156 -2.05558 -0.78311
C -0.28613 0.14335 -0.82186
C 1.67197 1.02329 0.35158
C 2.23795 -0.43719 0.94618
H -0.52452 2.31335 -0.49020
H -2.59195 2.67636 -0.99656
H -0.84802 -3.29914 -0.79392
H 1.61167 0.51856 -1.34349
H 1.08111 1.18969 1.36352
H 2.39192 1.82713 0.42154
H 2.95048 -0.18304 1.83604
H 2.95592 -1.14841 0.26122
H 1.10381 -1.82445 0.62046
N -1.72163 1.98379 -0.17026
N -2.35396 -1.69462 -0.34066
N -0.20331 -1.30372 -0.89957
N 0.91406 1.03597 -0.86512
O 0.94599 -1.12952 1.34209
Cl -3.97484 0.11727 0.85409
*
```

---

This record from the OMol25 dataset describes a molecular structure, C6H9CsO3 in a non-equilibrium geometry. The level of theory is the ωB97M-V functional and the def2-TZVPD basis.

**LUMO level (spin up / spin down)**: -8.37 / -7.40 eV
**Relative energy (zero: lowest compared OMol25 entry of this formula, charge and spin)**: 89.4 kJ/mol
**DFT total energy**: -479.0754 hartree
**Strongest force on any atom**: 4.65 eV/A
**Highest occupied orbital energy (spin up / spin down)**: -15.306 / -16.299 eV

ORCA input file:
```
! wB97M-V def2-TZVPD RIJCOSX def2/J DEFGRID3
* xyz 2 1
O 0.80078 -3.34307 -1.70385
Cs 2.22796 0.38273 -0.15894
C -1.23877 -3.51180 -0.56522
O -1.96197 -3.13906 -1.59087
C 0.17257 -3.95438 -0.85454
C 0.76531 -5.09289 -0.10435
H 1.78794 -5.29087 -0.44177
H 0.11031 -5.96883 -0.22275
H 0.82713 -4.84740 0.96771
C -2.75365 -1.93523 -1.51005
H -3.66837 -2.14415 -0.94254
H -2.16460 -1.20189 -0.95199
H -3.03838 -1.63980 -2.52628
C -2.26853 -4.65060 0.55858
O -2.89036 -5.55402 0.97860
C -3.93092 -5.75839 2.05882
H -3.59849 -6.67124 2.55622
H -3.89169 -4.86541 2.68618
H -4.85800 -5.87555 1.49612
*
```

---

This record from the OMol25 dataset describes a molecular structure, C6H9CsO5 in a non-equilibrium geometry. The level of theory is the ωB97M-V functional and the def2-TZVPD basis.

**<S²>**: 0.784
**LUMO level (spin up / spin down)**: -3.54 / -3.54 eV
**DFT total energy**: -629.9120 hartree
**Strongest force on any atom**: 2.42 eV/A
**Highest occupied orbital energy (spin up / spin down)**: -9.441 / -11.335 eV

ORCA input file:
```
! wB97M-V def2-TZVPD RIJCOSX def2/J DEFGRID3
* xyz 1 2
O 0.99176 2.22599 -0.96670
C 0.02992 1.66100 -0.18635
C 0.57627 3.54906 -1.29405
O -0.11364 -0.36770 -0.15882
O -1.18743 2.27283 -0.51026
C -0.95009 3.46242 -1.27644
Cs -4.47957 0.79881 0.85181
H 0.97775 3.82048 -2.27529
H 0.94852 4.25189 -0.53556
H -1.41411 3.32072 -2.25928
H -1.42270 4.31148 -0.77104
H 0.10753 1.52708 0.91526
O -0.10011 -3.08093 -0.32468
C 0.77498 -4.01829 0.35309
C 0.96024 -3.36874 1.72475
O -0.02471 -2.30878 1.66962
C -0.33348 -2.03304 0.42037
H 0.28283 -4.99517 0.39528
H 1.69894 -4.09545 -0.22756
H 1.94189 -2.91110 1.88465
H 0.73520 -4.02257 2.57119
*
```

---

This record from the OMol25 dataset describes C6H9F in the gas phase in a non-equilibrium geometry. The level of theory is the ωB97M-V functional and the def2-TZVPD basis.

**<S²>**: 2.012
**LUMO level (spin up / spin down)**: 1.17 / -2.04 eV
**Relative energy (zero: lowest compared OMol25 entry of this formula, charge and spin)**: 0.0 kJ/mol
**DFT total energy**: -333.6729 hartree
**Strongest force on any atom**: 8.43 eV/A
**Highest occupied orbital energy (spin up / spin down)**: -5.364 / -10.326 eV

ORCA input file:
```
! wB97M-V def2-TZVPD RIJCOSX def2/J DEFGRID3
* xyz 0 3
C 0.72724 1.10666 -0.13473
C 2.16986 0.86749 -0.14222
C -0.12245 0.21231 0.32594
C 2.61927 -0.37960 -0.26169
C -2.29801 -0.98001 -0.28270
C -1.64952 0.29609 0.37821
F 3.87521 -0.69127 0.15660
H 0.37889 2.15746 -0.22665
H 2.86388 1.71706 0.06501
H 0.11483 -0.82050 0.70167
H 2.10410 -1.28467 -0.44585
H -2.22640 -0.71019 -1.32797
H -3.23232 -1.30428 -0.12620
H -1.45911 -1.77054 -0.13569
H -1.85405 0.26472 1.49020
H -2.01141 1.31928 -0.03396
*
```

---

Please write out number 4 again, unchanged.
This record from the OMol25 dataset describes 4 unconnected molecules or ions with the total composition C6H9ClN3O4 in a non-equilibrium geometry. The level of theory is the ωB97M-V functional and the def2-TZVPD basis.

**LUMO level**: 2.42 eV
**Relative energy (zero: lowest compared OMol25 entry of this formula, charge and spin)**: 75.5 kJ/mol
**DFT total energy**: -1159.2190 hartree
**Strongest force on any atom**: 4.75 eV/A
**Highest occupied orbital energy**: -5.931 eV

ORCA input file:
```
! wB97M-V def2-TZVPD RIJCOSX def2/J DEFGRID3
* xyz -1 1
Cl -3.30079 2.30333 0.57691
O -2.03730 1.95399 1.18027
O -3.02188 3.06021 -0.64772
O -4.04556 1.05457 0.26889
O -4.12461 3.15737 1.44338
C 0.25506 1.77565 -3.58100
C 1.59746 2.19491 -3.10586
N 2.63118 2.54396 -2.79478
H 0.41019 0.94201 -4.26589
H -0.26878 2.68388 -3.87903
H -0.24128 1.18809 -2.80865
C -0.56034 -3.08871 0.27996
C -1.63189 -4.16077 0.01087
N -2.45209 -4.97164 -0.21016
H -0.09500 -3.11009 1.26541
H -0.98785 -2.10180 0.10289
H 0.15727 -3.25676 -0.52309
C 2.73454 -0.09673 3.16041
C 3.31743 -0.85301 2.09152
N 3.73313 -1.51236 1.20793
H 1.98206 -0.67878 3.69247
H 2.32506 0.84204 2.78740
H 3.62406 0.13073 3.74788
*
```